[1]
Here is a cluster of 2 separate species, C5H16N3 in total from the OMol25 dataset. Energies are from ωB97M-V/def2-TZVPD.

Results
total energy	-364.0981	hartree
E_HOMO	-12.11	eV
net charge	+1
maximum force	2.60	eV Å⁻¹
ΔE to the lowest compared entry with this formula, charge and spin	48.5	kcal/mol

```
24
C5H16N3 | the OMol25 dataset | ωB97M-V/def2-TZVPD
C -1.557 0.725 0.621
C -1.903 -0.412 -0.394
C -2.345 0.073 -1.733
N -0.693 -1.263 -0.561
H -1.189 0.324 1.581
H -0.826 1.356 0.076
H -2.423 1.342 0.898
H -2.693 -1.065 -0.019
H -1.570 0.669 -2.246
H -3.303 0.598 -1.645
H -2.655 -0.802 -2.395
H -0.440 -1.824 0.239
H -0.774 -1.938 -1.305
H 0.200 -0.833 -0.848
C 1.894 0.732 1.171
C 2.477 -0.109 0.270
N 2.035 -1.395 -0.181
N 2.358 1.960 1.599
H 0.997 0.480 1.721
H 3.376 0.287 -0.241
H 2.256 -2.064 0.527
H 2.568 -1.698 -0.995
H 2.324 2.088 2.636
H 1.886 2.768 1.222
```

natural (NBO) population analysis, charges in e, atoms 1 to 4: -0.628 -0.055 -0.642 -0.684


[2]
Here is a structure of composition C14H23N2PPbS from the OMol25 dataset. Energies are from ωB97M-V/def2-TZVPD.

Results
total energy	-1588.9372	hartree
E_HOMO (alpha / beta)	-4.78 / -4.72	eV
maximum force	2.45	eV Å⁻¹

```
42
C14H23N2PPbS | the OMol25 dataset | ωB97M-V/def2-TZVPD
C -2.576 0.215 -2.690
C -2.372 -0.982 -2.023
C -1.730 -1.051 -0.766
C -1.402 0.152 -0.130
C -1.517 1.352 -0.854
C -2.093 1.391 -2.120
C -1.584 -2.422 -0.174
C -0.280 -3.259 -0.390
N 0.994 -2.613 -0.466
Pb -1.764 0.786 1.984
C -0.891 2.628 -0.343
P 0.642 2.227 0.539
H -2.739 -1.917 -2.448
H -2.141 2.347 -2.640
H -3.100 0.241 -3.647
H -1.572 3.237 0.284
H -0.536 3.237 -1.208
H -1.824 -2.405 0.898
H -2.359 -3.031 -0.666
H -0.215 -3.951 0.461
C 1.265 3.781 1.162
C 1.734 1.781 -0.842
H -0.413 -3.865 -1.300
C 1.402 -1.809 -1.588
C 1.927 -2.786 0.621
H 0.748 1.192 1.564
H 1.949 -2.397 -2.355
H 0.508 -1.358 -2.047
H 2.077 -1.017 -1.217
H 2.712 -3.540 0.419
H 2.444 -1.839 0.823
H 1.385 -3.098 1.521
H 1.868 2.708 -1.428
H 2.720 1.424 -0.506
H 1.281 1.019 -1.498
H 1.250 4.495 0.319
H 0.635 4.139 1.989
H 2.296 3.628 1.507
H 0.767 0.807 3.306
S 0.127 -0.402 6.636
C 0.243 0.238 5.219
N 0.132 0.716 4.095
```

natural (NBO) population analysis, charges in e, atoms 1 to 4: -0.214 -0.243 0.089 -0.500


[3]
Here is a structure of composition C26H46Cl3N2O5S3Si6TeW from the OMol25 dataset. Energies are from ωB97M-V/def2-TZVPD.

Results
total energy	-6151.7834	hartree
E_HOMO (alpha / beta)	-4.20 / -4.79	eV
net charge	-1
maximum force	0.93	eV Å⁻¹
spin multiplicity	3
ΔE to the lowest compared entry with this formula, charge and spin	0.0	kcal/mol

```
93
C26H46Cl3N2O5S3Si6TeW | the OMol25 dataset | ωB97M-V/def2-TZVPD
W -1.668 -0.325 0.425
O -2.336 -4.301 -0.828
C -2.045 -3.084 -0.678
O -2.391 -2.324 0.280
C -1.432 -2.351 -1.829
C -1.216 -2.857 -3.091
C -0.786 -1.980 -4.082
C -0.631 -0.633 -3.782
C -0.873 -0.206 -2.490
N -1.233 -1.063 -1.533
C -0.859 1.235 -2.030
O -0.637 2.126 -2.828
O -1.172 1.357 -0.786
H -1.669 -5.157 -0.311
H -1.387 -3.909 -3.267
H -0.597 -2.340 -5.085
H -0.341 0.102 -4.520
C -5.520 2.654 3.687
Si -5.635 3.293 1.934
C -7.400 3.838 1.593
C -4.484 4.740 1.645
C -5.244 1.898 0.725
C -6.172 1.408 -0.178
C -5.888 0.328 -1.016
C -4.651 -0.257 -0.920
N -3.729 0.193 -0.064
C -3.992 1.249 0.741
S -2.640 1.596 1.755
H -5.828 3.425 4.398
H -4.503 2.345 3.930
H -6.167 1.785 3.825
H -7.669 4.653 2.269
H -8.114 3.027 1.755
H -7.523 4.204 0.571
H -4.730 5.566 2.316
H -4.564 5.102 0.618
H -3.446 4.454 1.820
H -7.155 1.863 -0.233
H -6.622 -0.053 -1.711
H -4.369 -1.117 -1.516
C 3.375 3.238 2.018
Si 2.973 2.766 0.239
C 4.425 3.311 -0.846
C 1.427 3.686 -0.292
Si 2.645 0.455 0.114
Te 0.765 -0.063 1.693
Si 4.358 -0.622 1.297
C 4.287 -2.471 0.930
C 4.144 -0.411 3.156
C 6.092 0.027 0.910
Si 2.887 -0.267 -2.113
C 4.746 -0.429 -2.447
C 2.331 1.016 -3.376
C 2.118 -1.931 -2.495
H 3.389 4.327 2.127
H 4.353 2.859 2.322
H 2.626 2.838 2.704
H 4.615 4.382 -0.721
H 4.221 3.133 -1.905
H 5.340 2.777 -0.583
H 1.539 4.760 -0.120
H 0.563 3.329 0.274
H 1.203 3.526 -1.351
H 3.265 -2.841 1.030
H 4.923 -3.026 1.626
H 4.626 -2.697 -0.085
H 3.189 -0.792 3.510
H 4.218 0.638 3.450
H 4.945 -0.961 3.661
H 6.368 -0.050 -0.138
H 6.821 -0.543 1.495
H 6.180 1.075 1.208
H 5.273 0.500 -2.214
H 4.891 -0.633 -3.512
H 5.211 -1.235 -1.884
H 3.012 1.873 -3.337
H 1.314 1.401 -3.244
H 2.412 0.578 -4.376
H 2.605 -2.714 -1.911
H 2.232 -2.165 -3.558
H 1.057 -1.980 -2.238
C 1.957 -7.262 0.606
O 1.852 -5.850 0.443
C 0.641 -5.280 0.356
S -0.747 -6.288 0.392
S 0.601 -3.630 0.271
H 3.023 -7.461 0.679
H 1.531 -7.785 -0.251
H 1.450 -7.587 1.515
Cl -1.636 -3.182 3.222
Si -2.249 -1.244 2.779
Cl -1.711 -0.210 4.514
Cl -4.355 -1.371 2.945
```

Mulliken population analysis, charges in e, atoms 1 to 4: 1.220 -0.619 -0.293 -0.599


[4]
Here is a cluster of 2 separate species, C3H8N3 in total from the OMol25 dataset. Energies are from ωB97M-V/def2-TZVPD.

Results
total energy	-282.7830	hartree
E_HOMO (alpha / beta)	-10.78 / -15.05	eV
net charge	+1
maximum force	5.76	eV Å⁻¹
spin multiplicity	3
ΔE to the lowest compared entry with this formula, charge and spin	118.6	kcal/mol

```
14
C3H8N3 | the OMol25 dataset | ωB97M-V/def2-TZVPD
C 2.416 0.739 0.079
C 1.344 -0.051 -0.490
C -1.132 0.504 0.369
N 2.630 -0.509 -0.081
N -2.050 -0.383 -0.136
N 0.137 -0.479 0.113
H 2.944 1.593 0.447
H 0.876 -0.061 -2.012
H -1.144 0.526 1.513
H -1.014 1.476 -0.025
H -2.794 -0.035 -0.700
H -2.218 -1.102 0.515
H -0.349 -1.158 -0.541
H 0.355 -1.061 0.948
```

natural (NBO) population analysis, charges in e, atoms 1 to 4: -0.120 0.126 0.003 -0.213


[5]
Here is a cluster of 4 separate species, CH9NO3 in total from the OMol25 dataset. Energies are from ωB97M-V/def2-TZVPD.

Results
total energy	-323.6759	hartree
E_HOMO	-8.93	eV
maximum force	1.70	eV Å⁻¹
ΔE to the lowest compared entry with this formula, charge and spin	183.0	kcal/mol

```
14
CH9NO3 | the OMol25 dataset | ωB97M-V/def2-TZVPD
C 3.034 -0.303 -0.284
N 1.993 0.531 -0.693
H 4.026 0.149 -0.270
H 3.021 -1.202 -0.934
H 2.943 -0.895 0.647
H 0.843 -0.308 0.014
H -0.488 -0.781 -0.294
O 0.263 -1.031 0.281
H -3.579 0.785 1.648
H 2.344 1.474 -0.489
O -2.681 1.061 1.456
H -2.439 0.613 0.619
H -2.220 -0.759 -1.566
O -2.025 -0.142 -0.849
```

natural (NBO) population analysis, charges in e, atoms 1 to 4: -0.544 -0.221 0.223 0.278


[6]
Here is a structure of composition C57H67O3P2Sr from the OMol25 dataset. Energies are from ωB97M-V/def2-TZVPD.

Results
total energy	-3150.8718	hartree
E_HOMO	-7.95	eV
net charge	+1
maximum force	10.76	eV Å⁻¹
ΔE to the lowest compared entry with this formula, charge and spin	221.0	kcal/mol

```
130
C57H67O3P2Sr | the OMol25 dataset | ωB97M-V/def2-TZVPD
Sr 0.010 1.389 -0.832
C 2.495 2.704 0.517
C 2.078 4.075 0.670
C 1.695 4.247 2.040
C 2.000 3.034 2.703
C 2.470 2.095 1.797
C 2.803 0.641 2.102
C 3.590 0.526 3.404
C 1.482 -0.153 2.229
C 3.613 0.028 0.959
C 0.603 5.110 2.735
C 1.071 5.560 4.116
C 0.118 6.321 1.945
C -0.624 4.168 2.884
C 2.438 5.149 -0.402
C 3.319 6.210 0.257
C 1.241 5.847 -1.093
C 3.246 4.497 -1.535
H 3.345 2.487 -0.127
H 1.889 2.882 3.772
H 3.010 0.900 4.250
H 4.508 1.112 3.341
H 3.858 -0.517 3.607
H 0.938 0.143 3.128
H 1.664 -1.235 2.275
H 0.844 0.058 1.356
H 4.532 0.593 0.788
H 3.035 0.013 0.029
H 3.899 -0.992 1.216
H 1.935 6.222 4.022
H 1.361 4.716 4.741
H 0.278 6.110 4.634
H 0.927 7.007 1.698
H -0.607 6.876 2.548
H -0.375 6.012 1.022
H -0.574 3.598 3.814
H -0.645 3.452 2.059
H -1.562 4.739 2.902
H 2.789 6.719 1.060
H 3.642 6.960 -0.474
H 4.205 5.746 0.694
H 0.802 6.624 -0.472
H 0.478 5.124 -1.346
H 1.574 6.330 -2.017
H 4.206 4.121 -1.176
H 3.461 5.246 -2.301
H 2.695 3.670 -1.992
C -0.404 -0.419 -2.406
O 0.600 0.580 -2.814
C -0.195 1.659 -3.492
C -1.221 2.370 -2.506
O -0.629 3.322 -1.550
C -1.684 3.405 -0.503
H -0.995 -0.770 -3.255
H -1.133 0.072 -1.690
H 0.025 -1.288 -1.897
H -0.819 1.221 -4.271
H 0.482 2.374 -3.954
H -1.650 1.534 -1.881
H -2.043 2.817 -3.063
H -1.948 2.347 -0.232
H -2.586 3.851 -0.923
H -1.329 3.974 0.351
O -0.957 -2.289 0.443
C -2.088 -2.596 -0.266
C -2.301 -3.782 -0.875
C -3.435 -3.976 -1.776
C -4.447 -3.115 -1.755
C -4.436 -2.020 -0.721
C -3.025 -1.504 -0.491
P -2.590 0.151 -0.249
C -4.041 0.868 -1.220
C -4.747 1.968 -0.725
C -5.523 2.762 -1.560
C -5.574 2.499 -2.919
C -4.913 1.384 -3.427
C -4.174 0.568 -2.580
C -4.926 -2.587 0.655
C -4.585 -1.967 1.852
C -4.955 -2.523 3.071
C -5.685 -3.701 3.108
C -6.073 -4.298 1.918
C -5.696 -3.747 0.700
C -0.294 -3.433 0.949
C -0.989 -4.122 1.931
C -0.507 -5.332 2.391
C 0.644 -5.870 1.822
C 1.326 -5.153 0.857
C 0.904 -3.883 0.433
P 1.906 -2.911 -0.777
C 3.622 -3.147 -0.208
C 4.595 -2.609 -1.057
C 5.941 -2.697 -0.742
C 6.334 -3.273 0.459
C 5.375 -3.749 1.339
C 4.026 -3.686 1.011
C 1.809 -4.095 -2.194
C 0.559 -4.285 -2.777
C 0.370 -5.199 -3.802
C 1.445 -5.948 -4.269
C 2.699 -5.756 -3.708
C 2.882 -4.832 -2.685
H -1.580 -4.581 -0.772
H -3.416 -4.821 -2.451
H -5.301 -3.213 -2.412
H -5.106 -1.209 -1.006
H -4.671 2.218 0.328
H -6.048 3.616 -1.151
H -6.099 3.171 -3.585
H -4.912 1.188 -4.491
H -3.643 -0.290 -2.995
H -4.009 -1.050 1.852
H -4.658 -2.036 3.991
H -5.957 -4.146 4.056
H -6.663 -5.205 1.931
H -6.000 -4.235 -0.215
H -1.925 -3.716 2.296
H -1.042 -5.867 3.165
H 1.001 -6.845 2.125
H 2.197 -5.592 0.387
H 4.289 -2.097 -1.963
H 6.682 -2.301 -1.424
H 7.383 -3.329 0.717
H 5.673 -4.167 2.291
H 3.299 -4.039 1.728
H -0.300 -3.727 -2.413
H -0.616 -5.334 -4.231
H 1.302 -6.679 -5.054
H 3.543 -6.336 -4.059
H 3.872 -4.700 -2.268
```

Mulliken population analysis, charges in e, atoms 1 to 4: 2.248 -0.687 0.407 0.626


[7]
Here is a structure of composition C36H74BF3IN7NbO11 from the OMol25 dataset. Energies are from ωB97M-V/def2-TZVPD.

Results
total energy	-3306.1929	hartree
E_HOMO	-3.91	eV
net charge	-1
maximum force	2.43	eV Å⁻¹

```
134
C36H74BF3IN7NbO11 | the OMol25 dataset | ωB97M-V/def2-TZVPD
C -6.024 1.414 -3.577
C -4.610 1.927 -3.193
B -4.723 3.116 -2.143
O -5.434 4.206 -2.599
Nb -3.663 2.852 -0.035
O -2.089 2.030 -0.939
I -2.690 5.477 -0.382
C -2.851 2.576 2.118
C -1.364 2.396 2.289
C -0.556 3.677 2.257
O -1.153 1.757 3.585
C 0.096 1.126 3.706
C 0.018 -0.099 4.573
C 0.135 -0.056 5.954
C 0.097 -1.219 6.698
C -0.059 -2.451 6.091
C -0.219 -2.505 4.714
C -0.176 -1.336 3.975
C -5.448 3.701 1.053
C -6.820 3.818 0.416
O -7.669 2.797 0.961
C -7.491 5.133 0.826
F -8.745 5.221 0.299
F -7.621 5.255 2.157
F -6.814 6.216 0.384
H -6.061 0.325 -3.559
H -6.263 1.711 -4.597
H -6.790 1.813 -2.914
H -4.024 1.102 -2.792
H -4.082 2.311 -4.072
H -5.246 4.978 -2.053
H -4.515 1.255 0.052
H -1.316 2.604 -0.855
H -3.302 1.615 2.406
H -3.266 3.294 2.832
H -0.989 1.711 1.520
H -0.872 4.403 3.005
H -0.557 4.161 1.282
H 0.498 3.452 2.461
H 0.506 0.830 2.732
H 0.835 1.822 4.128
H 0.262 0.897 6.452
H 0.179 -1.205 7.776
H -0.060 -3.371 6.657
H -0.381 -3.438 4.191
H -0.300 -1.379 2.900
H -5.566 3.115 1.968
H -5.137 4.685 1.414
H -6.892 3.801 -0.672
H -8.359 2.633 0.313
C 2.112 -0.383 -2.717
O 2.433 0.786 -2.559
N 0.898 -0.805 -3.089
C 0.599 -2.217 -3.256
C -0.150 0.178 -3.324
H 2.825 -1.212 -2.562
H 0.275 -2.415 -4.277
H -0.204 -2.501 -2.572
H 1.474 -2.819 -3.040
H 0.156 0.869 -4.110
H -0.329 0.746 -2.413
H -1.070 -0.323 -3.616
C -1.364 -4.601 -6.397
O -0.868 -4.515 -5.290
N -1.129 -3.762 -7.420
C -1.754 -3.933 -8.715
C -0.217 -2.648 -7.214
H -2.072 -5.408 -6.655
H -0.994 -4.071 -9.487
H -2.353 -3.054 -8.964
H -2.403 -4.807 -8.702
H 0.768 -3.017 -6.928
H -0.584 -2.006 -6.413
H -0.137 -2.070 -8.131
C -0.362 8.173 1.029
O -0.925 7.099 0.998
N 0.763 8.420 1.734
C 1.404 9.715 1.741
C 1.336 7.332 2.510
H -0.731 9.050 0.468
H 2.425 9.636 1.358
H 1.442 10.116 2.757
H 0.847 10.407 1.112
H 1.591 6.498 1.856
H 0.615 6.975 3.245
H 2.232 7.683 3.018
C 7.771 1.438 -1.703
O 8.826 2.034 -1.571
N 6.927 1.598 -2.735
C 5.679 0.859 -2.845
C 7.279 2.546 -3.775
H 7.417 0.698 -0.966
H 5.685 0.264 -3.761
H 4.832 1.542 -2.874
H 5.558 0.194 -1.993
H 8.228 2.266 -4.234
H 7.392 3.544 -3.351
H 6.498 2.559 -4.531
C 1.304 -9.724 -5.033
O 1.113 -10.030 -6.195
N 0.935 -8.559 -4.474
C 1.191 -8.252 -3.081
C 0.254 -7.568 -5.292
H 1.813 -10.401 -4.324
H 0.251 -8.070 -2.556
H 1.814 -7.358 -3.000
H 1.705 -9.086 -2.606
H -0.671 -7.989 -5.690
H 0.890 -7.282 -6.130
H 0.026 -6.690 -4.694
C 3.353 -1.233 9.444
O 3.230 -1.572 8.286
N 3.036 -0.010 9.917
C 3.201 0.346 11.309
C 2.511 0.976 8.985
H 3.744 -1.912 10.223
H 2.240 0.629 11.745
H 3.890 1.188 11.406
H 3.601 -0.500 11.864
H 1.594 0.608 8.526
H 3.233 1.162 8.190
H 2.306 1.902 9.516
C 1.328 -4.807 -0.783
O 1.923 -4.622 -1.829
N 1.796 -5.532 0.248
C 1.039 -5.709 1.472
C 3.104 -6.151 0.125
H 0.331 -4.375 -0.593
H 1.596 -5.312 2.322
H 0.841 -6.769 1.643
H 0.090 -5.182 1.399
H 3.865 -5.390 -0.047
H 3.117 -6.838 -0.723
H 3.334 -6.696 1.037
```

Mulliken population analysis, charges in e, atoms 1 to 4: -0.999 -0.224 0.647 -0.557


[8]
Here is a structure of composition C6H15NO from the OMol25 dataset. Energies are from ωB97M-V/def2-TZVPD.

Results
total energy	-367.2864	hartree
E_HOMO	-8.59	eV
maximum force	5.42	eV Å⁻¹
ΔE to the lowest compared entry with this formula, charge and spin	216.5	kcal/mol

```
23
C6H15NO | the OMol25 dataset | ωB97M-V/def2-TZVPD
C -3.372 0.552 -0.080
O -3.202 -1.081 -0.885
C -1.979 1.087 -0.074
C -0.995 0.065 0.501
C 0.388 0.508 0.038
C 1.477 -0.539 0.493
N 2.614 -0.234 -0.892
C 3.922 -0.712 -0.407
H -4.054 0.906 -0.947
H -4.043 0.863 0.742
H -3.463 -0.789 0.157
H -1.946 2.023 0.581
H -1.568 1.342 -1.108
H -1.188 -0.980 0.112
H -1.069 -0.002 1.608
H 0.646 1.541 0.322
H 0.387 0.468 -1.050
H 2.015 -0.156 1.338
H 0.916 -1.376 0.800
H 1.785 -1.052 -0.566
H 4.167 -0.198 0.602
H 3.918 -1.776 -0.097
H 4.642 -0.460 -1.187
```

natural (NBO) population analysis, charges in e, atoms 1 to 4: -0.257 -0.686 -0.436 -0.419